A cluster of 8 separate species, C48H144N24O8P8 in total at a distorted geometry, computed with wB97M-V/def2-TZVPD.

Output
energy above the lowest of the compared OMol25 structures with the same formula, charge and spin = 0.000 eV
highest occupied orbital energy = -7.764 eV

Structure (ORCA input):
```
! wB97M-V def2-TZVPD RIJCOSX def2/J DEFGRID3
* xyz 0 1
C 0.9288 2.5624 -0.8674
N 1.3549 1.7038 0.2303
C 1.4698 2.4036 1.4901
P 0.6444 0.2020 0.3098
O -0.7323 0.1273 0.8226
N 0.7341 -0.4364 -1.2234
C -0.4433 -1.0867 -1.7776
C 1.9680 -0.6669 -1.9236
N 1.7706 -0.6301 1.2213
C 3.1921 -0.3606 1.0765
C 1.4286 -1.9818 1.6692
H 1.0100 2.0725 -1.8347
H 1.6895 3.3537 -0.9015
H -0.0273 3.0635 -0.7143
H 1.3933 1.7301 2.3476
H 0.6044 3.0523 1.6960
H 2.3950 2.9805 1.5272
H -1.3292 -0.6772 -1.2948
H -0.5255 -0.8362 -2.8377
H -0.4594 -2.1766 -1.6769
H 2.5697 -1.5113 -1.5618
H 1.8504 -0.8412 -2.9949
H 2.5774 0.2462 -1.8914
H 3.4690 0.5205 1.6628
H 3.7830 -1.1758 1.5006
H 3.5600 -0.2309 0.0591
H 0.4122 -1.9367 2.0626
H 2.1247 -2.2544 2.4549
H 1.4226 -2.6942 0.8377
C 0.8531 -6.6979 -3.9103
N 2.0103 -5.9427 -4.3397
C 3.0990 -6.7464 -4.8643
P 2.2015 -4.4208 -3.6894
O 0.9456 -3.6564 -3.6345
N 2.9020 -4.5712 -2.1795
C 1.9921 -4.7493 -1.0621
C 4.1508 -5.2969 -2.0252
N 3.4344 -3.7856 -4.5899
C 4.3685 -2.7985 -4.0720
C 3.1643 -3.6664 -6.0243
H 1.0529 -7.3358 -3.0375
H 0.5285 -7.3733 -4.7073
H 0.0506 -6.0050 -3.6674
H 3.9989 -6.1478 -4.9915
H 2.8218 -7.1981 -5.8182
H 3.3900 -7.5161 -4.1375
H 1.2286 -3.9777 -1.1175
H 1.6502 -5.7834 -0.9445
H 2.5417 -4.5252 -0.1366
H 4.7867 -5.2583 -2.9040
H 4.6702 -4.8871 -1.1545
H 3.9410 -6.3546 -1.8037
H 4.4995 -2.9054 -2.9972
H 5.3611 -2.9680 -4.4970
H 4.0028 -1.7863 -4.2678
H 3.0314 -4.6330 -6.5135
H 4.0402 -3.2116 -6.4854
H 2.2518 -3.0915 -6.2005
C -6.0821 -0.3014 -2.4754
N -5.2400 0.8039 -2.0973
C -4.0564 0.9666 -2.9197
P -5.8685 1.9885 -1.1073
O -6.7613 1.3926 -0.0999
N -4.5329 2.8108 -0.5992
C -4.6380 4.2381 -0.3170
C -3.5124 2.1091 0.1912
N -6.6297 3.1380 -2.0218
C -8.0358 3.4159 -1.7946
C -6.0675 3.6558 -3.2565
H -5.6620 -1.2824 -2.2182
H -6.2911 -0.3215 -3.5510
H -7.0129 -0.2726 -1.9082
H -3.2863 1.5436 -2.4120
H -4.2595 1.5316 -3.8404
H -3.7053 -0.0278 -3.1992
H -4.5182 4.8620 -1.2078
H -5.6065 4.5593 0.0862
H -3.8995 4.5098 0.4326
H -2.7736 2.7800 0.6171
H -3.9906 1.5603 1.0118
H -3.0049 1.3473 -0.4034
H -8.2453 3.5956 -0.7384
H -8.2962 4.3407 -2.3124
H -8.7101 2.6140 -2.1123
H -4.9802 3.5855 -3.2277
H -6.3840 4.6853 -3.4037
H -6.3709 3.0178 -4.0987
C 2.5322 -0.0574 -6.0249
N 2.0923 1.0748 -5.2334
C 0.7039 0.9746 -4.8110
P 2.7984 2.5890 -5.2829
O 1.8637 3.6998 -5.0586
N 3.9902 2.5066 -4.1282
C 5.0533 1.5176 -4.2039
C 4.0294 3.5414 -3.1079
N 3.6407 2.6447 -6.7251
C 2.8901 2.5260 -7.9639
C 4.8419 3.4493 -6.7890
H 2.1163 -0.9682 -5.5862
H 3.6125 -0.2089 -5.9836
H 2.2252 -0.0128 -7.0725
H 0.0101 1.2639 -5.6122
H 0.5525 1.6967 -4.0082
H 0.4433 -0.0335 -4.5027
H 4.7159 0.5610 -3.7862
H 5.3562 1.3794 -5.2410
H 5.9036 1.8559 -3.6131
H 4.1085 4.5374 -3.5515
H 3.1491 3.5383 -2.4624
H 4.8731 3.4007 -2.4302
H 2.0569 3.2326 -7.9913
H 3.5542 2.6872 -8.8143
H 2.5227 1.5171 -8.1442
H 5.4954 3.3586 -5.9263
H 4.6446 4.5378 -6.8096
H 5.3814 3.2648 -7.7187
C -2.1740 -2.8048 1.3288
N -3.4146 -3.1084 0.6540
C -3.9243 -1.9753 -0.0994
P -3.7002 -4.6873 0.2681
O -3.2573 -5.6367 1.2945
N -5.3181 -4.6920 -0.0675
C -6.2854 -3.9960 0.7606
C -5.8796 -5.7001 -0.9413
N -2.9945 -5.0005 -1.2016
C -3.3890 -4.4269 -2.4808
C -1.7712 -5.7821 -1.2627
H -1.3702 -2.6363 0.5986
H -1.9195 -3.5923 2.0413
H -2.2050 -1.9041 1.9448
H -3.3316 -1.8290 -1.0094
H -4.0821 -1.1174 0.5518
H -4.9344 -2.1866 -0.4598
H -7.0813 -4.6529 1.1145
H -5.7901 -3.6479 1.6709
H -6.6834 -3.1031 0.2706
H -6.2325 -6.5837 -0.3876
H -6.8076 -5.3279 -1.3954
H -5.2313 -6.0356 -1.7428
H -2.6408 -3.7160 -2.8444
H -3.3953 -5.2534 -3.2038
H -4.3971 -4.0309 -2.3977
H -1.6319 -6.3088 -0.3216
H -0.9126 -5.1312 -1.4676
H -1.8266 -6.5157 -2.0757
C 4.7634 -0.2124 4.3507
N 4.0763 -0.8927 5.4478
C 3.0528 -1.8153 4.9857
P 4.9023 -1.3941 6.8140
O 3.9696 -1.8956 7.8379
N 6.0492 -2.4974 6.3885
C 6.9999 -2.3013 5.3151
C 6.3429 -3.6148 7.2869
N 5.7336 -0.0288 7.2527
C 5.0072 1.2222 7.4494
C 7.0756 -0.0935 7.7952
H 4.0264 0.4439 3.8838
H 5.1624 -0.9220 3.6185
H 5.5795 0.3805 4.7573
H 2.4942 -2.2579 5.8082
H 3.4602 -2.6177 4.3565
H 2.3148 -1.2264 4.4299
H 6.6599 -2.7117 4.3594
H 7.2255 -1.2435 5.1625
H 7.9481 -2.7778 5.5732
H 7.1329 -3.3282 7.9969
H 5.4779 -3.8653 7.8941
H 6.7001 -4.4560 6.6960
H 4.3454 1.4194 6.6085
H 4.4311 1.1886 8.3791
H 5.7256 2.0381 7.5331
H 7.5804 0.8628 7.6312
H 7.7027 -0.8080 7.2634
H 7.0950 -0.3322 8.8637
C -0.5617 -4.0163 6.3180
N -1.9396 -3.5792 6.4044
C -2.9315 -4.5517 5.9558
P -2.4394 -2.0252 6.7195
O -3.8541 -2.0019 7.1082
N -1.3257 -1.4693 7.8138
C -1.4149 -0.0645 8.1873
C -1.0036 -2.2831 8.9785
N -2.1283 -1.0984 5.3759
C -3.2203 -0.8740 4.4633
C -0.8034 -1.0918 4.7976
H -0.2226 -4.0712 5.2745
H -0.4707 -5.0235 6.7381
H 0.1091 -3.3555 6.8604
H -3.2452 -5.2206 6.7726
H -2.4775 -5.2181 5.2211
H -3.8340 -4.0386 5.6381
H -2.2236 0.0763 8.9256
H -0.5411 0.2327 8.7728
H -1.6017 0.5898 7.3426
H -0.0398 -1.9927 9.3968
H -1.7938 -2.1946 9.7360
H -0.9577 -3.3421 8.7377
H -3.1023 0.0201 3.8429
H -3.2918 -1.6999 3.7353
H -4.1886 -0.8265 4.9522
H -0.6856 -2.0031 4.1950
H -0.0320 -1.0565 5.5655
H -0.6839 -0.2063 4.1683
C -1.7469 9.4194 -3.7834
N -1.3609 8.3871 -2.8335
C -0.1133 7.6952 -3.1312
P -2.5774 7.6745 -1.9613
O -3.7459 7.1873 -2.7108
N -1.8469 6.4809 -1.0763
C -1.0209 6.8240 0.0697
C -1.7024 5.1527 -1.6378
N -2.9629 8.8436 -0.8498
C -2.1515 10.0124 -0.5451
C -4.0574 8.5237 0.0763
H -2.4765 10.1093 -3.3589
H -2.1952 9.0250 -4.7022
H -0.8642 10.0055 -4.0480
H -0.2615 6.8574 -3.8246
H 0.3366 7.2976 -2.2244
H 0.5685 8.3901 -3.6192
H -1.6069 7.1236 0.9387
H -0.3706 5.9818 0.3079
H -0.3500 7.6555 -0.1765
H -0.7427 5.0999 -2.1815
H -1.6571 4.4023 -0.8493
H -2.4517 4.9002 -2.3832
H -2.1322 10.7308 -1.3674
H -2.5309 10.5192 0.3393
H -1.1088 9.7284 -0.3793
H -4.5201 9.4561 0.3918
H -3.6485 7.9773 0.9333
H -4.7914 7.8934 -0.4200
*
```

Here are the Mulliken charges for atoms 1 to 8, given in e:
1 C -0.103
2 N 0.264
3 C -1.103
4 P 0.111
5 O -0.313
6 N 1.707
7 C 0.601
8 C -1.173

A cluster of 24 separate species, C48H144O24 in total at a distorted geometry, computed with wB97M-V/def2-TZVPD.

Output
energy above the lowest of the compared OMol25 structures with the same formula, charge and spin = 0.000 eV
highest occupied orbital energy = -9.463 eV

Structure (ORCA input):
```
! wB97M-V def2-TZVPD RIJCOSX def2/J DEFGRID3
* xyz 0 1
C 3.1778 -0.6301 1.8973
C 4.1401 -1.0584 3.0169
O 5.4732 -1.0571 2.5624
H 2.1284 -0.6578 2.2257
H 3.3059 -1.3571 1.0951
H 3.3639 0.3846 1.5507
H 3.8917 -2.0329 3.3864
H 4.0317 -0.3034 3.8261
H 5.9636 -1.4686 3.2942
C -2.5724 -5.5145 4.4864
C -2.9622 -5.3324 3.0377
O -4.3415 -5.5938 2.8835
H -2.7322 -6.5359 4.7842
H -3.2018 -4.9019 5.1144
H -1.5679 -5.1683 4.6157
H -2.3578 -6.0328 2.4326
H -2.7008 -4.3046 2.7428
H -4.6107 -5.5084 1.9692
C -4.2414 -2.8205 -1.0155
C -2.8921 -2.3022 -0.4762
O -3.0973 -1.1106 0.2022
H -4.1285 -3.7788 -1.5572
H -4.6489 -2.1220 -1.7312
H -4.9619 -2.9822 -0.2057
H -2.2068 -2.1534 -1.3323
H -2.4156 -3.0657 0.1335
H -2.3113 -0.8225 0.6593
C 0.4294 -0.6882 4.7139
C -0.8967 -1.3465 5.1341
O -0.8237 -1.9520 6.3885
H 0.9054 -0.1628 5.5461
H 0.2676 0.0233 3.8927
H 1.1613 -1.4304 4.3263
H -1.2736 -2.0845 4.3909
H -1.6583 -0.5593 5.1964
H -0.1674 -2.6936 6.3016
C 4.0826 4.2388 -2.3272
C 4.1809 3.4916 -1.0260
O 5.5507 3.2839 -0.6917
H 4.5815 3.7712 -3.1827
H 4.5970 5.2005 -2.2083
H 3.0506 4.4522 -2.6370
H 3.6889 2.5120 -1.1384
H 3.6527 4.0204 -0.2686
H 5.6137 2.7602 0.1342
C -2.6055 3.3577 1.7003
C -2.9302 1.9591 2.3480
O -1.8813 1.4995 3.1416
H -3.5398 3.7778 1.3345
H -1.9098 3.3368 0.8594
H -2.2013 4.0484 2.4318
H -3.1348 1.2822 1.5281
H -3.8099 2.0190 2.9851
H -1.6589 2.0574 3.9096
C -2.9004 4.1704 6.0452
C -1.5189 3.5740 6.2139
O -0.9220 3.3834 4.9465
H -2.7455 5.1844 5.6658
H -3.3937 4.1943 7.0136
H -3.4957 3.5765 5.3699
H -1.5427 2.5995 6.6896
H -0.7987 4.1851 6.7725
H 0.0418 3.3021 5.0671
C -3.8574 -1.7507 3.5363
C -5.1584 -1.8768 2.7176
O -5.3467 -0.7770 1.8415
H -3.8537 -0.8359 4.1286
H -2.9869 -1.7781 2.8755
H -3.7155 -2.6447 4.1592
H -5.9721 -1.9400 3.4481
H -5.0737 -2.7835 2.1234
H -4.6342 -0.7956 1.2201
C -0.3468 -0.3999 -6.0958
C -0.3805 -1.8701 -6.5072
O -0.8674 -2.0224 -7.8492
H 0.1971 0.1747 -6.8257
H 0.1148 -0.2659 -5.1086
H -1.3604 -0.0112 -6.0266
H -0.9816 -2.4747 -5.7988
H 0.6061 -2.3229 -6.5250
H -1.5350 -1.3348 -7.9282
C -2.6041 0.8489 -3.3318
C -2.9177 1.6150 -2.0479
O -4.0767 1.1193 -1.4889
H -3.5256 0.8814 -3.9224
H -2.3377 -0.1931 -3.0624
H -1.7711 1.2792 -3.8644
H -3.0296 2.6895 -2.2857
H -2.0437 1.5928 -1.3985
H -3.8545 0.3334 -0.9546
C 2.7166 2.5072 -4.8204
C 2.1022 1.6468 -3.6481
O 0.6874 1.8609 -3.6005
H 2.6818 3.5715 -4.6225
H 2.2341 2.2203 -5.7571
H 3.8013 2.2644 -4.9047
H 2.5527 1.9523 -2.6945
H 2.2940 0.5822 -3.8502
H 0.5092 2.7910 -3.3778
C -7.3829 1.1745 5.8731
C -7.1368 1.0977 4.3832
O -5.7561 0.9413 4.1231
H -8.4715 1.2029 6.0909
H -6.9270 2.0463 6.3234
H -6.8899 0.3416 6.3533
H -7.5332 1.9627 3.8771
H -7.6984 0.2427 3.9816
H -5.6686 0.5147 3.2603
C 5.7329 4.1568 2.4605
C 6.2919 2.7678 2.8310
O 5.6918 1.8726 1.9177
H 6.0586 4.4358 1.4446
H 5.9481 4.9415 3.1978
H 4.6474 4.1102 2.4735
H 6.0202 2.5115 3.8707
H 7.3931 2.7179 2.8169
H 5.8589 0.9233 2.0506
C 0.4864 3.8941 -0.5166
C 0.2541 5.0244 -1.5018
O 0.5989 4.5848 -2.7893
H 0.3691 4.2367 0.5031
H 1.4996 3.5578 -0.6129
H -0.1889 3.1071 -0.8027
H 0.8666 5.9160 -1.2069
H -0.7892 5.3815 -1.5977
H 0.6605 5.3757 -3.3241
C 1.3001 -4.4044 0.7981
C 0.1579 -4.1003 1.7920
O 0.4975 -4.3431 3.1420
H 2.1300 -3.7719 1.0634
H 1.0160 -4.3862 -0.2442
H 1.6725 -5.4117 0.9055
H -0.7332 -4.6628 1.5592
H -0.2225 -3.0722 1.8014
H 0.8463 -5.2394 3.1731
C 5.6028 -3.7970 0.6880
C 6.0848 -4.8951 -0.2538
O 4.9324 -5.4851 -0.9047
H 6.4180 -3.4646 1.3127
H 4.8335 -4.1675 1.3584
H 5.2036 -2.9392 0.1397
H 6.5060 -5.7117 0.3334
H 6.8315 -4.4721 -0.9168
H 5.2808 -6.2172 -1.4144
C 3.4844 -0.5833 -7.1824
C 4.2056 -1.3841 -6.1203
O 4.2395 -0.6679 -4.9144
H 3.8223 0.4563 -7.2089
H 2.4249 -0.5815 -6.9662
H 3.5246 -0.9353 -8.2066
H 5.2297 -1.5328 -6.4829
H 3.7540 -2.3822 -6.0186
H 4.7602 -1.0814 -4.2028
C -7.6454 3.4976 0.6304
C -6.3615 2.6253 0.5221
O -5.4631 3.2148 -0.4139
H -7.3502 4.4604 1.0823
H -8.3457 3.0251 1.3622
H -8.1342 3.6431 -0.3486
H -6.7170 1.6775 0.1409
H -5.9549 2.4089 1.5060
H -5.0148 2.4807 -0.8266
C 1.6678 3.1376 2.7183
C 2.3006 2.2538 3.8445
O 1.8377 2.6407 5.1255
H 2.0510 4.1804 2.9003
H 0.5973 3.1032 2.6882
H 2.0884 2.8994 1.7341
H 3.3977 2.2562 3.7637
H 1.9070 1.2229 3.6576
H 2.0878 1.8853 5.6960
C -1.3070 3.6359 -5.7521
C -2.0575 4.2105 -4.6080
O -3.4177 3.9028 -4.7374
H -1.5007 2.5505 -5.7429
H -0.2456 3.7894 -5.5609
H -1.6243 4.0483 -6.7190
H -1.9405 5.3186 -4.5557
H -1.6481 3.8348 -3.6488
H -3.9330 4.2189 -3.9799
C 0.2072 -0.1804 -0.5890
C -0.1748 0.5430 0.7093
O -0.8099 -0.4339 1.5239
H -0.6566 -0.4643 -1.2260
H 0.7836 -1.0789 -0.3264
H 0.8681 0.4659 -1.1552
H -0.9350 1.3181 0.5274
H 0.6390 1.0440 1.1911
H -1.2491 0.0576 2.2385
C 1.8580 -2.5679 -3.5394
C 2.5821 -3.8228 -2.9969
O 3.4347 -3.4503 -1.9419
H 1.1056 -2.1755 -2.8596
H 1.3241 -2.8431 -4.4583
H 2.5701 -1.8011 -3.8765
H 3.1057 -4.2720 -3.8635
H 1.8471 -4.5433 -2.6060
H 3.8514 -4.2174 -1.5306
C -1.8621 -4.7838 -3.8127
C -1.5173 -5.7060 -2.6648
O -1.6700 -4.9827 -1.4596
H -2.9285 -4.5329 -3.7331
H -1.6757 -5.2663 -4.7783
H -1.3401 -3.8224 -3.7783
H -0.4663 -6.0646 -2.7495
H -2.1534 -6.5932 -2.7180
H -1.6307 -5.5861 -0.6860
C 4.5294 -0.0037 -1.4999
C 5.7803 -0.8729 -1.7570
O 5.5594 -1.7762 -2.8529
H 3.6395 -0.5927 -1.3432
H 4.2561 0.6719 -2.2893
H 4.6946 0.5582 -0.5658
H 6.0656 -1.4174 -0.8562
H 6.6761 -0.2593 -2.0129
H 4.8927 -2.4440 -2.5707
*
```

Here are the Mulliken charges for atoms 1 to 8, given in e:
1 C 2.044
2 C -1.220
3 O -0.540
4 H -0.869
5 H -0.193
6 H -0.262
7 H 0.602
8 H 0.331

What did we get for orbital gap? Answer: 7.9; 9.5 eV, in the order shown.